# 1
# C5H6N2

C5H6N2 as an isolated structure at a distorted geometry (the ωB97M-V functional and the def2-TZVPD basis, the Open Molecules 2025 dataset).

## Properties
Electronic energy in eV: -8257.1927
Relative energy (zero: lowest compared OMol25 entry of this formula, charge and spin) in kcal per mole: 119.1
HOMO-LUMO gap in eV: 9.792

```
! wB97M-V def2-TZVPD RIJCOSX def2/J DEFGRID3
* xyz 0 1
N 2.1928 -0.0522 1.2370
C 1.1773 0.6237 1.0053
C 1.3176 0.2427 -0.3538
C 0.0823 -0.4136 -0.9484
C -0.9499 -0.9088 0.0951
C -1.2922 0.5590 0.0863
N -0.6247 0.9185 -0.9572
H 1.9673 0.7304 -1.0699
H 0.1783 -0.9365 -1.9098
H -1.7693 -1.4690 -0.3678
H -0.5944 -1.4364 0.9843
H -1.9393 1.2017 0.6822
H 0.2542 0.9404 1.5166
*
```

Mulliken atomic charge list, values in e, 4 entries: atom 1 (N): -0.495, atom 2 (C): 0.052, atom 3 (C): -0.296, atom 4 (C): -0.053

---

# 2
# C5H6N2

C5H6N2 as an isolated structure at a distorted geometry (the ωB97M-V functional and the def2-TZVPD basis, the Open Molecules 2025 dataset).

## Properties
Electronic energy in eV: -8257.0202
Relative energy (zero: lowest compared OMol25 entry of this formula, charge and spin) in kcal per mole: 123.1
HOMO-LUMO gap (spin up / spin down) in eV: 9.297 / 9.296

```
! wB97M-V def2-TZVPD RIJCOSX def2/J DEFGRID3
* xyz 0 1
N 2.1555 -0.0277 1.3398
C 1.1886 0.6631 0.9766
C 1.3083 0.2282 -0.3760
C 0.0566 -0.3838 -0.9650
C -0.9315 -0.9189 0.0931
C -1.2881 0.5464 0.1340
N -0.6533 0.9411 -0.9197
H 2.0572 0.5617 -1.0788
H 0.1251 -0.8618 -1.9511
H -1.7705 -1.4644 -0.3483
H -0.5217 -1.4749 0.9409
H -1.9830 1.1406 0.7232
H 0.2567 1.0503 1.4313
*
```

Mulliken atomic charge list, values in e, 4 entries: atom 1 (N): -0.489, atom 2 (C): 0.070, atom 3 (C): -0.316, atom 4 (C): -0.056

---

# 3
# C5H6N2O

One molecule with the formula C5H6N2O at a distorted geometry (the ωB97M-V functional and the def2-TZVPD basis, the Open Molecules 2025 dataset).

## Properties
SMILES: C1=NCC2=CCON12
Electronic energy in eV: -10304.5461
Relative energy (zero: lowest compared OMol25 entry of this formula, charge and spin) in kcal per mole: 116.6
HOMO-LUMO gap in eV: 9.419

```
! wB97M-V def2-TZVPD RIJCOSX def2/J DEFGRID3
* xyz 0 1
C -1.9862 -0.2608 0.0202
C 1.2697 -1.3078 -0.0811
C 1.6265 0.8312 0.0256
C 0.1601 0.5175 0.3289
C -0.9688 0.9602 -0.2267
H -2.9058 -0.4875 -0.5427
H -2.0961 -0.1927 1.2210
H 1.3390 -2.3514 -0.1405
H 1.5560 1.3990 -1.0771
H 1.9377 1.4629 0.8392
H -1.4121 2.0050 -0.4912
N 0.1539 -0.7639 0.5492
N 2.2777 -0.5048 -0.1784
O -0.9517 -1.3067 -0.2464
*
```

Mulliken atomic charge list, values in e, 4 entries: atom 1 (C): -0.238, atom 2 (C): -0.036, atom 3 (C): -0.290, atom 4 (C): 0.281

---

# 4
# C5H6N2O

C5H6N2O as an isolated structure at a distorted geometry (the ωB97M-V functional and the def2-TZVPD basis, the Open Molecules 2025 dataset).

## Properties
Electronic energy in eV: -10305.6334
Relative energy (zero: lowest compared OMol25 entry of this formula, charge and spin) in kcal per mole: 91.6
HOMO-LUMO gap in eV: 9.165

```
! wB97M-V def2-TZVPD RIJCOSX def2/J DEFGRID3
* xyz 0 1
C -2.4298 0.7146 -0.1847
C -0.6759 -1.2913 -0.0658
C -1.3293 -0.1065 -0.1760
C 2.4055 0.1939 -0.7327
C 1.0302 0.7427 -0.6303
N -3.3424 1.4157 -0.1790
N 0.0433 -0.0122 -0.3648
O -0.3831 -2.4248 0.0736
H -2.0764 -0.2720 2.5504
H 3.0863 0.7488 -0.0877
H 2.4119 -0.8571 -0.4573
H 2.7705 0.2962 -1.7558
H -2.3681 -0.9481 2.8105
H 0.8571 1.8000 -0.8006
*
```

Mulliken atomic charge list, values in e, 4 entries: atom 1 (C): 0.235, atom 2 (C): 0.402, atom 3 (C): 0.080, atom 4 (C): -1.088

---

# 5
# C5H6N2O

C5H6N2O as an isolated structure at a distorted geometry (the ωB97M-V functional and the def2-TZVPD basis, the Open Molecules 2025 dataset).

## Properties
Electronic energy in eV: -10306.9391
Relative energy (zero: lowest compared OMol25 entry of this formula, charge and spin) in kcal per mole: 61.4
HOMO-LUMO gap in eV: 10.286

```
! wB97M-V def2-TZVPD RIJCOSX def2/J DEFGRID3
* xyz 0 1
C -1.5898 -0.3399 0.0378
C -1.2837 1.1652 0.1748
C 0.1306 0.6789 -0.3040
C 1.9890 -0.3309 -0.0357
C -0.1703 -0.6397 0.3455
H -1.8366 1.8777 -0.4715
H -1.2860 1.5832 1.1975
H 0.0122 0.6191 -1.3907
H 3.0473 -0.5472 -0.0692
H 1.0679 -2.0853 -0.6673
H -0.1413 -0.4948 1.4315
N 1.5510 0.8738 -0.0857
N 1.0690 -1.4008 0.0790
O -2.5595 -0.9592 -0.2420
*
```

Mulliken atomic charge list, values in e, 4 entries: atom 1 (C): 0.342, atom 2 (C): -0.546, atom 3 (C): 0.241, atom 4 (C): -0.161

---

# 6
# C5H6N2O

One molecule with the formula C5H6N2O at a distorted geometry (the ωB97M-V functional and the def2-TZVPD basis, the Open Molecules 2025 dataset).

## Properties
SMILES: C#C/C(=N\C)NC=O
Electronic energy in eV: -10305.0999
Relative energy (zero: lowest compared OMol25 entry of this formula, charge and spin) in kcal per mole: 103.9
HOMO-LUMO gap in eV: 9.837

```
! wB97M-V def2-TZVPD RIJCOSX def2/J DEFGRID3
* xyz 0 1
C -2.7378 -0.5803 0.0727
C -0.2572 -0.3373 -0.2495
C 2.1655 -0.6013 0.1342
C -0.2698 1.1223 -0.1590
C -0.8197 2.2221 0.1754
H -2.7550 -0.1686 1.0948
H -3.0775 0.1783 -0.5409
H -3.2386 -1.6015 0.1200
H 0.7067 -2.0511 0.5155
H 2.7259 -1.5553 0.6405
H -0.9808 3.2422 0.0473
N -1.3204 -0.9526 -0.0835
N 0.9367 -0.9886 -0.1309
O 2.6025 0.5739 -0.0272
*
```

Mulliken atomic charge list, values in e, 4 entries: atom 1 (C): -0.839, atom 2 (C): 0.493, atom 3 (C): 0.211, atom 4 (C): -0.032

---

# 7
# C5H6N2O2

One molecule with the formula C5H6N2O2 at a distorted geometry (the ωB97M-V functional and the def2-TZVPD basis, the Open Molecules 2025 dataset).

## Properties
SMILES: CC(=O)Nc1ncco1
Electronic energy in eV: -12354.9379
Relative energy (zero: lowest compared OMol25 entry of this formula, charge and spin) in kcal per mole: 61.9
HOMO-LUMO gap in eV: 9.425

```
! wB97M-V def2-TZVPD RIJCOSX def2/J DEFGRID3
* xyz 0 1
C -2.4380 1.9263 0.2553
C -1.4474 0.8720 0.5605
C 0.6609 -0.0234 -0.2196
C 2.3071 -1.2830 -0.3442
C 1.2183 -1.9750 -0.7561
H -3.4971 1.5049 0.6598
H -2.4805 2.1762 -0.9942
H -1.9316 2.7667 0.8528
H 0.1975 1.9158 0.0034
H 3.2998 -1.3397 -0.3326
H 1.0051 -3.1717 -0.9998
N -0.1967 1.1124 -0.2270
N 1.9940 0.0349 -0.0670
O -1.5550 0.0308 1.3583
O 0.1825 -1.1539 -0.6217
*
```

Mulliken atomic charge list, values in e, 4 entries: atom 1 (C): -0.888, atom 2 (C): 0.543, atom 3 (C): 0.587, atom 4 (C): -0.276

---

# 8
# C5H6N2O2

One molecule with the formula C5H6N2O2 at a distorted geometry (the ωB97M-V functional and the def2-TZVPD basis, the Open Molecules 2025 dataset).

## Properties
SMILES: NC(=O)[C@H]1C=CN=C1O
Electronic energy in eV: -12356.0760
Relative energy (zero: lowest compared OMol25 entry of this formula, charge and spin) in kcal per mole: 35.6
HOMO-LUMO gap in eV: 9.230

```
! wB97M-V def2-TZVPD RIJCOSX def2/J DEFGRID3
* xyz 0 1
C 1.0092 0.1271 1.6002
C -0.1166 0.2645 0.6669
C 2.1996 0.3824 0.8776
C -0.7216 -1.0445 0.1533
C 0.6512 0.5505 -0.6789
N 1.9527 0.5188 -0.5171
N -1.9531 -0.8197 -0.3631
O -0.1523 -2.1382 0.0044
O 0.0345 0.7143 -1.8620
H 1.0479 -0.1877 2.6630
H -0.8541 0.8174 1.0363
H 3.1987 0.3488 1.2873
H -2.0355 0.1991 -0.6604
H -2.1293 -1.6293 -1.0142
H 0.6501 0.5378 -2.5825
*
```

Mulliken atomic charge list, values in e, 4 entries: atom 1 (C): -0.775, atom 2 (C): -0.023, atom 3 (C): -0.345, atom 4 (C): 0.541

---

# 9
# C5H6N2O2S

One molecule with the formula C5H6N2O2S at a distorted geometry (the ωB97M-V functional and the def2-TZVPD basis, the Open Molecules 2025 dataset).

## Properties
Electronic energy in eV: -23188.0129
Relative energy (zero: lowest compared OMol25 entry of this formula, charge and spin) in kcal per mole: 131.1
HOMO-LUMO gap in eV: 8.956

```
! wB97M-V def2-TZVPD RIJCOSX def2/J DEFGRID3
* xyz 0 1
C 0.8536 -0.8322 -0.6536
C 0.9733 -0.3848 0.6924
C 1.7532 -1.7013 -1.1128
C -0.2862 -0.3082 -1.4593
C -1.4177 0.1555 0.9189
N 1.2974 -0.0823 1.7529
N -1.1397 1.4239 0.9155
O -0.9449 1.9540 2.1878
O -0.9011 2.1683 -0.0347
S -1.8284 -0.6948 -0.5419
H 1.7077 -2.0612 -2.1270
H 2.5574 -2.0666 -0.4983
H -0.2385 0.7764 -1.5792
H -0.3595 -0.7964 -2.4275
H -1.6321 -0.3042 1.8666
H -0.3944 2.7539 2.1002
*
```

Mulliken atomic charge list, values in e, 4 entries: atom 1 (C): 0.804, atom 2 (C): 0.323, atom 3 (C): -1.102, atom 4 (C): -0.760

---

# 10
# C5H6N2O2S2

One molecule with the formula C5H6N2O2S2 at a distorted geometry (the ωB97M-V functional and the def2-TZVPD basis, the Open Molecules 2025 dataset).

## Properties
SMILES: Cc1nnsc1SCC(=O)O
Electronic energy in eV: -34025.4601
Relative energy (zero: lowest compared OMol25 entry of this formula, charge and spin) in kcal per mole: 41.9
HOMO-LUMO gap in eV: 8.811

```
! wB97M-V def2-TZVPD RIJCOSX def2/J DEFGRID3
* xyz 0 1
C -2.4412 1.9872 0.2567
C -2.1239 0.4877 0.0924
C -0.7821 0.1084 -0.1348
C 1.7586 1.0862 0.3095
C 2.6603 -0.1864 0.2026
H -2.9504 2.3071 1.1828
H -3.3967 2.2171 -0.5087
H -1.4315 2.5808 0.0764
H 2.2979 2.0123 0.0709
H 1.4464 1.1910 1.3589
H 4.4550 -0.8906 0.4374
N -2.9168 -0.5443 0.4694
N -2.3718 -1.6408 0.3898
O 3.8333 -0.1026 0.8240
O 2.3954 -0.9857 -0.7041
S -0.7729 -1.6714 -0.2331
S 0.2941 1.2768 -0.6387
*
```

Mulliken atomic charge list, values in e, 4 entries: atom 1 (C): -0.865, atom 2 (C): 0.169, atom 3 (C): 0.476, atom 4 (C): -0.514